{
  "formula": "C25H40N4O4PS2",
  "method": "ωB97M-V/def2-TZVPD",
  "homo_ev": -11.157,
  "total_charge": 1,
  "multiplicity": 1,
  "molar_mass_g_mol": 555.73,
  "symbols": ["C", "C", "C", "C", "C", "C", "C", "C", "C", "S", "C", "N", "N", "C", "O", "C", "P", "O", "C", "C", "C", "O", "C", "C", "C", "C", "C", "C", "C", "N", "S", "H", "H", "H", "H", "H", "H", "H", "H", "H", "H", "H", "H", "H", "H", "H", "H", "H", "H", "H", "H", "H", "H", "H", "H", "H", "H", "H", "H", "H", "H", "H", "H", "H", "C", "C", "O", "N", "C", "H", "H", "H", "H", "H", "H", "H"],
  "positions_angstrom": [[5.318, -0.020, 3.988], [5.536, 0.800, 3.107], [5.644, 1.808, 1.924], [4.564, 1.376, 0.806], [3.611, 2.622, 0.391], [2.100, 2.227, 0.280], [1.741, 1.311, -0.880], [2.807, 0.733, -1.898], [3.129, -0.774, -1.384], [4.926, -1.218, -1.579], [5.361, -1.971, 0.023], [4.672, -2.920, 0.763], [5.278, -3.238, 1.928], [6.439, -2.468, 1.995], [6.464, -1.707, 0.837], [0.306, 0.906, -1.102], [-0.104, -0.195, -2.570], [0.095, -1.679, -2.274], [-0.740, 1.449, -0.124], [-2.227, 1.043, -0.421], [-2.497, -0.549, -0.312], [-3.208, -0.912, 0.877], [-4.542, -1.379, 0.601], [-4.882, -2.472, 1.736], [-0.289, 2.317, 1.027], [-1.419, 2.812, 2.011], [-2.444, 3.841, 1.287], [-2.203, 1.584, 2.724], [-2.496, 2.018, 4.249], [1.087, 2.667, 1.183], [1.620, 3.672, 2.519], [5.005, -0.932, 4.564], [5.546, 2.892, 2.227], [6.687, 1.704, 1.477], [5.189, 1.090, -0.102], [3.920, 0.510, 1.128], [3.942, 2.893, -0.668], [3.833, 3.530, 1.014], [2.442, 0.707, -2.963], [3.796, 1.271, -1.887], [2.914, -0.777, -0.266], [2.537, -1.562, -1.929], [7.181, -2.457, 2.837], [-1.514, -0.043, -2.826], [0.587, 0.258, -3.732], [-2.444, 1.371, -1.493], [-3.000, 1.526, 0.236], [-1.521, -1.134, -0.381], [-3.060, -0.810, -1.271], [-5.309, -0.539, 0.688], [-4.659, -1.917, -0.385], [-5.114, -1.925, 2.703], [-3.921, -3.077, 1.846], [-5.718, -3.160, 1.416], [-1.010, 3.413, 2.889], [-2.364, 3.787, 0.166], [-2.286, 4.909, 1.648], [-3.476, 3.518, 1.647], [-3.216, 1.395, 2.268], [-1.502, 0.702, 2.697], [-1.547, 2.167, 4.841], [-3.153, 1.220, 4.710], [-3.027, 3.025, 4.215], [2.004, 2.810, 3.550], [-2.897, -3.326, -2.961], [-3.213, -2.207, -3.918], [-3.032, -1.023, -3.628], [-3.710, -2.538, -5.133], [-3.989, -3.863, -5.653], [-2.507, -2.911, -2.033], [-3.804, -3.891, -2.734], [-2.139, -3.983, -3.390], [-3.898, -1.741, -5.723], [-3.397, -4.009, -6.558], [-5.049, -3.917, -5.907], [-3.750, -4.644, -4.937]]
}

---

{
  "formula": "CH18NO6",
  "method": "ωB97M-V/def2-TZVPD",
  "homo_ev": [-2.364, -10.668],
  "multiplicity": 2,
  "molar_mass_g_mol": 140.16,
  "symbols": ["C", "N", "H", "H", "H", "H", "H", "H", "H", "H", "O", "H", "H", "O", "H", "H", "O", "H", "H", "O", "H", "H", "O", "H", "H", "O"],
  "positions_angstrom": [[0.562, -1.687, -1.850], [-0.430, -0.751, -1.142], [1.559, -1.320, -2.138], [0.745, -2.526, -1.042], [0.072, -1.931, -2.765], [-1.087, -0.481, -1.863], [-0.119, 0.063, -0.549], [-1.063, -1.205, -0.486], [-0.881, 2.638, 2.172], [-0.347, 1.319, 1.529], [-0.778, 2.164, 1.372], [-0.106, -2.634, 1.621], [0.699, -1.331, 1.373], [0.221, -2.049, 0.906], [-3.460, -2.894, -1.599], [-2.245, -3.777, -1.912], [-2.705, -2.971, -2.248], [-0.997, 3.576, -1.586], [-0.440, 2.858, -2.771], [-0.869, 2.688, -1.911], [3.842, 1.939, 2.488], [2.650, 2.798, 2.595], [2.907, 2.110, 2.111], [1.191, 0.068, 3.052], [1.697, 0.841, 1.869], [0.965, 0.231, 2.158]]
}

---

{
  "formula": "C48H54BrN8O2Si2V",
  "method": "ωB97M-V/def2-TZVPD",
  "homo_ev": [-3.546, -4.325],
  "total_charge": -1,
  "multiplicity": 4,
  "molar_mass_g_mol": 962.03,
  "symbols": ["V", "C", "C", "C", "C", "C", "N", "C", "C", "C", "C", "C", "C", "C", "N", "C", "C", "C", "N", "C", "C", "N", "C", "C", "C", "N", "H", "H", "H", "H", "H", "H", "H", "H", "H", "H", "H", "H", "H", "H", "H", "H", "H", "H", "C", "C", "C", "C", "C", "Br", "N", "C", "H", "H", "H", "H", "H", "H", "O", "C", "N", "C", "C", "O", "N", "C", "C", "C", "C", "C", "C", "C", "C", "C", "C", "C", "C", "H", "H", "H", "H", "H", "H", "H", "H", "H", "H", "H", "C", "Si", "C", "C", "C", "Si", "C", "C", "C", "H", "H", "H", "H", "H", "H", "H", "H", "H", "H", "H", "H", "H", "H", "H", "H", "H", "H", "H"],
  "positions_angstrom": [[0.824, -0.050, -0.813], [4.123, -6.370, -0.484], [3.582, -5.035, -0.253], [4.336, -4.126, 0.429], [3.863, -2.818, 0.719], [2.576, -2.414, 0.316], [2.233, -1.085, 0.354], [3.220, -0.162, 0.749], [3.544, 0.168, 2.065], [4.530, 1.107, 2.371], [5.241, 1.773, 1.397], [6.408, 2.720, 1.572], [4.930, 1.389, 0.041], [3.971, 0.418, -0.267], [3.797, -0.046, -1.613], [4.782, -0.257, -2.535], [4.134, -0.554, -3.737], [2.744, -0.507, -3.408], [2.611, -0.104, -2.157], [1.733, -3.441, -0.169], [2.261, -4.682, -0.540], [0.416, -3.130, -0.511], [-0.652, -3.945, -0.392], [-1.724, -3.414, -1.105], [-1.158, -2.288, -1.699], [0.132, -2.130, -1.369], [4.153, -6.579, -1.503], [5.126, -6.534, -0.079], [3.383, -7.070, -0.027], [5.371, -4.384, 0.663], [4.587, -2.117, 1.129], [3.030, -0.359, 2.893], [4.708, 1.413, 3.393], [6.591, 3.218, 0.668], [6.210, 3.443, 2.353], [7.337, 2.270, 1.867], [5.694, 1.716, -0.704], [5.745, -0.081, -2.219], [4.659, -0.851, -4.639], [1.877, -0.723, -4.071], [1.541, -5.435, -0.916], [-0.609, -4.710, 0.354], [-2.748, -3.724, -1.200], [-1.541, -1.598, -2.387], [-5.297, 1.779, -2.543], [-4.491, 1.685, -3.834], [-4.093, 2.787, -4.582], [-3.337, 2.605, -5.707], [-2.960, 1.338, -6.037], [-1.953, 1.072, -7.631], [-3.196, 0.290, -5.304], [-3.960, 0.450, -4.223], [-4.753, 1.551, -1.638], [-6.140, 1.102, -2.646], [-5.518, 2.858, -2.528], [-4.461, 3.828, -4.286], [-2.879, 3.442, -6.217], [-4.140, -0.417, -3.614], [-2.560, 0.281, -0.880], [-2.196, -0.263, 0.136], [-3.071, -0.759, 1.073], [-2.385, -1.182, 2.255], [-0.864, -0.914, 1.826], [0.109, -1.185, 2.503], [-0.876, -0.412, 0.537], [-2.635, -2.663, 2.660], [-1.830, -3.158, 3.735], [-1.934, -4.477, 4.144], [-2.774, -5.338, 3.388], [-3.565, -4.839, 2.375], [-3.533, -3.492, 1.993], [-2.764, -0.276, 3.413], [-1.812, 0.619, 3.945], [-2.154, 1.392, 5.107], [-3.461, 1.309, 5.576], [-4.434, 0.493, 4.936], [-4.085, -0.289, 3.863], [-4.053, -0.737, 0.987], [-1.109, -2.463, 4.275], [-1.300, -4.843, 4.945], [-2.843, -6.403, 3.673], [-4.212, -5.504, 1.842], [-4.155, -3.119, 1.193], [-0.776, 0.592, 3.644], [-1.362, 2.029, 5.423], [-3.878, 1.865, 6.436], [-5.481, 0.501, 5.194], [-4.832, -1.019, 3.534], [0.215, 4.392, -2.900], [-0.303, 2.802, -2.057], [-0.344, 1.598, -3.484], [-2.116, 3.025, -1.633], [0.840, 2.151, -0.745], [0.637, 3.192, 0.865], [1.129, 2.206, 2.342], [1.743, 4.759, 0.744], [-1.066, 3.819, 1.292], [1.327, 4.476, -3.026], [-0.189, 5.271, -2.296], [-0.204, 4.348, -3.906], [-0.751, 2.218, -4.273], [-0.966, 0.710, -3.317], [0.675, 1.284, -3.860], [-2.566, 2.587, -2.561], [-2.469, 3.960, -1.599], [-2.365, 2.416, -0.737], [1.855, 2.478, -1.079], [2.269, 2.257, 2.439], [0.959, 1.127, 2.176], [0.523, 2.495, 3.246], [1.845, 5.065, 1.845], [1.298, 5.644, 0.351], [2.670, 4.624, 0.252], [-1.353, 4.729, 0.751], [-0.974, 4.271, 2.313], [-1.890, 3.065, 1.384]]
}

---

{
  "formula": "C3H3NOS",
  "method": "ωB97M-V/def2-TZVPD",
  "homo_ev": -9.670,
  "multiplicity": 1,
  "molar_mass_g_mol": 101.13,
  "smiles": "N#CO/C=C/S",
  "symbols": ["N", "C", "O", "C", "C", "S", "H", "H", "H"],
  "positions_angstrom": [[-2.355, -1.718, 0.503], [-1.525, -1.342, -0.201], [-0.647, -1.088, -1.091], [0.180, -0.065, -0.771], [0.200, 0.531, 0.416], [1.319, 1.851, 0.749], [0.867, 0.279, -1.699], [-0.514, 0.305, 1.233], [2.475, 1.247, 0.861]]
}

---

{
  "formula": "C5H8N5O",
  "method": "ωB97M-V/def2-TZVPD",
  "homo_ev": -12.385,
  "total_charge": 1,
  "multiplicity": 1,
  "molar_mass_g_mol": 154.15,
  "smiles": "[NH2+]=C1N[C@@H](O)Nc2nc[nH]c21",
  "symbols": ["N", "C", "N", "C", "O", "N", "C", "N", "C", "N", "C", "H", "H", "H", "H", "H", "H", "H", "H"],
  "positions_angstrom": [[0.401, 2.507, 0.095], [0.308, 1.190, -0.066], [1.454, 0.446, -0.118], [1.633, -1.005, -0.292], [2.426, -1.577, 0.741], [0.340, -1.641, -0.364], [-0.798, -0.975, -0.133], [-2.023, -1.507, 0.005], [-2.831, -0.491, 0.194], [-2.209, 0.701, 0.169], [-0.864, 0.434, -0.038], [1.297, 2.965, 0.138], [-0.425, 3.081, 0.186], [2.333, 0.927, 0.014], [2.156, -1.149, -1.259], [3.022, -2.245, 0.385], [0.304, -2.651, -0.365], [-3.884, -0.605, 0.357], [-2.641, 1.593, 0.351]]
}